# C39H96F6N6O3P

A cluster of 7 separate species, C39H96F6N6O3P in total (wB97M-V/def2-TZVPD, the OMol25 dataset).

Values from the calculation:
LUMO level	-6.97	eV
highest occupied orbital energy	-16.536	eV
HOMO-LUMO gap	0.3514	hartree
2S+1	1
total energy	-82635.509	eV
energy relative to the best compared isomer or geometry (same formula, charge and spin)	0.0	kJ/mol
net charge	+5
molar mass	842.198	g mol⁻¹

Last column: Löwdin charge in e.
Element x y z (Å)
P  37.306  10.135  16.168  0.2613
F  38.524  10.997  16.821  -0.1887
F  38.349  8.891  16.131  -0.2144
F  36.856  9.663  17.737  -0.2399
F  36.177  9.036  15.590  -0.2309
F  36.207  11.375  16.235  -0.1867
F  37.790  10.413  14.631  -0.2007
C  44.747  10.974  15.093  -0.1143
C  44.609  12.352  14.549  -0.2427
C  44.541  12.390  12.998  -0.0693
N  44.199  13.811  12.445  -0.2522
C  42.930  14.351  13.060  0.0306
C  45.357  14.815  12.582  -0.0738
C  46.317  14.570  11.412  -0.1671
C  45.502  13.968  10.405  -0.1784
C  44.075  13.738  10.916  -0.0875
H  44.517  10.963  16.158  0.0908
H  45.736  10.526  14.996  0.0898
H  43.993  10.324  14.647  0.0834
H  45.476  12.840  14.995  0.1192
H  43.670  12.663  15.007  0.1106
H  43.707  11.726  12.769  0.1272
H  45.349  11.968  12.400  0.1397
H  42.720  15.270  12.512  0.1080
H  43.138  14.495  14.120  0.1041
H  42.194  13.574  12.852  0.1177
H  44.862  15.754  12.334  0.1316
H  45.679  14.912  13.619  0.1409
H  46.868  15.491  11.220  0.1434
H  46.958  13.794  11.833  0.1241
H  45.565  14.630  9.541  0.1387
H  45.862  12.966  10.173  0.1257
H  43.327  14.466  10.602  0.1258
H  43.634  12.838  10.487  0.1341
C  29.967  2.569  13.019  -0.0863
C  29.924  1.194  12.296  -0.1948
C  28.809  0.251  12.912  -0.1156
N  28.586  -1.020  12.107  -0.2629
C  29.822  -1.892  12.101  0.0388
C  27.998  -0.798  10.662  -0.0720
C  27.331  -2.109  10.283  -0.1243
C  26.801  -2.665  11.658  -0.1205
C  27.419  -1.781  12.729  -0.1151
H  30.029  2.447  14.101  0.0769
H  29.057  3.111  12.761  0.0786
H  30.735  3.295  12.750  0.0733
H  30.873  0.659  12.315  0.0956
H  29.603  1.338  11.265  0.0989
H  27.874  0.789  13.065  0.1331
H  29.023  -0.113  13.917  0.1333
H  29.675  -2.852  11.605  0.1149
H  30.074  -2.051  13.149  0.1165
H  30.563  -1.347  11.516  0.0999
H  28.871  -0.516  10.073  0.1280
H  27.275  0.008  10.784  0.1420
H  28.095  -2.729  9.814  0.1125
H  26.548  -1.964  9.538  0.1275
H  27.027  -3.711  11.864  0.1209
H  25.717  -2.563  11.616  0.1234
H  27.740  -2.386  13.578  0.1412
H  26.647  -1.057  12.987  0.1362
C  42.357  18.743  24.630  -0.0864
C  41.486  17.559  25.056  -0.1995
C  40.975  16.698  23.879  -0.1330
N  39.500  16.568  23.746  -0.2820
C  38.871  15.887  24.973  0.0577
C  39.088  15.671  22.557  -0.0845
C  37.672  16.105  22.094  -0.1671
C  37.407  17.428  22.678  -0.1463
C  38.775  17.875  23.288  -0.0336
H  41.796  19.668  24.496  0.0761
H  42.858  18.603  23.672  0.0763
H  43.094  19.001  25.391  0.0842
H  40.644  17.901  25.658  0.1016
H  42.089  16.906  25.688  0.1155
H  41.349  15.680  23.981  0.1365
H  41.249  17.079  22.895  0.1235
H  37.835  15.787  24.648  0.0990
H  38.976  16.470  25.887  0.1083
H  39.354  14.914  25.065  0.1120
H  39.274  14.628  22.814  0.1391
H  39.725  16.030  21.749  0.1284
H  37.017  15.321  22.473  0.1165
H  37.540  15.967  21.021  0.1300
H  36.584  17.317  23.384  0.1227
H  37.152  18.307  22.086  0.1304
H  38.757  18.548  24.145  0.1403
H  39.485  18.176  22.517  0.1343
C  32.700  5.204  25.038  0.0158
N  34.099  4.944  24.342  -0.3258
C  34.902  6.209  24.486  0.0230
C  34.721  3.815  25.180  0.0400
C  33.698  4.558  22.900  -0.0779
C  34.818  4.396  21.867  -0.2443
O  35.699  3.376  22.216  -0.0590
H  32.081  4.315  24.921  0.1080
H  32.236  6.122  24.676  0.1063
H  32.772  5.422  26.104  0.1071
H  35.892  6.053  24.055  0.1130
H  34.859  6.409  25.556  0.1134
H  34.426  6.935  23.826  0.1131
H  35.667  3.636  24.668  0.0980
H  34.042  2.964  25.228  0.1186
H  34.980  4.309  26.117  0.1069
H  33.082  5.376  22.526  0.1375
H  33.180  3.599  22.905  0.1422
H  35.402  5.290  21.652  0.1258
H  34.400  3.986  20.947  0.1333
H  36.164  3.045  21.444  0.1053
C  37.384  11.788  6.862  0.0097
N  36.111  12.544  7.353  -0.2624
C  35.999  12.272  8.939  0.0498
C  36.266  14.108  7.051  0.0425
C  34.823  12.008  6.668  -0.0841
C  34.666  10.488  6.445  -0.1937
O  34.675  9.682  7.668  -0.0725
H  38.267  12.294  7.251  0.1011
H  37.505  11.581  5.798  0.1115
H  37.398  10.851  7.418  0.0936
H  35.115  12.802  9.292  0.1070
H  36.860  12.603  9.521  0.0998
H  35.969  11.192  9.086  0.0838
H  36.678  14.134  6.042  0.0944
H  37.090  14.592  7.577  0.1033
H  35.319  14.641  6.978  0.1078
H  34.832  12.444  5.669  0.1375
H  33.956  12.383  7.212  0.1383
H  35.444  10.136  5.768  0.1107
H  33.766  10.235  5.885  0.1335
H  34.514  8.784  7.371  0.0884
C  39.602  3.655  11.688  0.0522
N  38.501  2.991  10.822  -0.2950
C  37.156  3.476  11.405  -0.0162
C  38.411  3.429  9.364  0.0060
C  38.403  1.418  10.881  -0.0773
C  39.627  0.537  10.717  -0.2302
O  40.273  0.724  9.482  -0.0413
H  39.332  4.695  11.869  0.1029
H  40.592  3.604  11.235  0.1128
H  39.542  3.140  12.647  0.1116
H  36.312  3.153  10.796  0.1101
H  37.133  4.548  11.597  0.1090
H  37.003  3.009  12.378  0.1003
H  38.226  4.488  9.180  0.1143
H  37.865  2.728  8.732  0.1111
H  39.413  3.149  9.040  0.0966
H  37.651  1.178  10.129  0.1314
H  37.875  1.200  11.809  0.1280
H  39.252  -0.487  10.689  0.1399
H  40.342  0.670  11.528  0.1284
H  40.667  -0.138  9.324  0.1055